C58H60IrN4P | wB97M-V/def2-TZVPD

Summary:
lowest unoccupied orbital energy (alpha / beta)	-1.04 / -1.04	eV
HOMO-LUMO gap (alpha / beta)	5.05 / 5.05	eV

Geometry as ORCA input:
```
! RIJCOSX wB97M-V def2-TZVPD def2/J DEFGRID3
* xyz 0 1
Ir -0.174 0.464 -0.277
C -1.969 -1.161 5.743
C -1.387 -2.068 4.657
C -1.642 -1.529 3.287
C -2.666 -1.840 2.447
C -3.870 -2.678 2.725
C -5.064 -1.790 3.083
C -2.418 -1.138 1.202
N -1.273 -0.408 1.311
C -0.776 -0.612 2.572
C 0.389 -0.072 3.061
C 1.326 0.706 2.352
C 2.544 1.198 2.889
C 3.064 0.963 4.269
C 2.630 2.069 5.235
C 3.138 1.971 1.895
C 2.256 1.948 0.784
C 2.399 2.725 -0.379
C 1.496 2.811 -1.412
N 0.336 2.097 -1.509
C -0.229 2.403 -2.716
C -1.362 1.829 -3.234
C -2.143 0.835 -2.621
N -1.866 0.226 -1.423
C -2.957 -0.558 -1.139
C -3.189 -1.234 0.069
C -3.895 -0.506 -2.201
C -3.382 0.382 -3.140
C -4.009 0.806 -4.428
C -4.753 2.142 -4.331
C -5.217 -1.195 -2.238
C -6.305 -0.351 -1.567
C 0.589 3.383 -3.403
C 1.658 3.633 -2.598
C 2.795 4.567 -2.848
C 2.524 5.954 -2.260
C 0.303 3.914 -4.772
C -0.762 5.015 -4.784
N 1.189 1.125 1.051
C 4.445 2.693 1.959
C 4.285 4.169 2.331
H -1.752 -1.568 6.729
H -3.049 -1.085 5.629
H -1.540 -0.163 5.671
H -1.837 -3.062 4.738
H -0.310 -2.180 4.814
H -3.668 -3.353 3.559
H -4.118 -3.283 1.850
H -4.860 -1.246 4.001
H -5.959 -2.390 3.225
H -5.250 -1.068 2.294
H 0.619 -0.276 4.096
H 4.156 0.928 4.238
H 2.710 0.002 4.648
H 2.994 3.034 4.892
H 3.030 1.882 6.229
H 1.546 2.117 5.300
H 3.280 3.343 -0.445
H -1.699 2.163 -4.201
H -4.082 -1.838 0.111
H -4.721 0.045 -4.755
H -3.236 0.892 -5.196
H -5.578 2.073 -3.625
H -5.160 2.413 -5.304
H -4.089 2.936 -3.998
H -5.152 -2.161 -1.734
H -5.508 -1.386 -3.272
H -6.040 -0.140 -0.533
H -7.259 -0.873 -1.587
H -6.424 0.599 -2.083
H 2.959 4.670 -3.924
H 3.711 4.168 -2.410
H 1.656 6.404 -2.739
H 3.385 6.599 -2.425
H 2.336 5.891 -1.190
H -0.030 3.095 -5.419
H 1.227 4.315 -5.193
H -1.696 4.660 -4.353
H -0.955 5.333 -5.808
H -0.429 5.879 -4.213
H 4.947 2.625 0.991
H 5.095 2.218 2.697
H 3.567 4.658 1.677
H 5.241 4.681 2.248
H 3.932 4.269 3.354
C 1.786 -4.773 4.142
C 2.264 -3.477 4.030
C 1.902 -2.696 2.952
C 1.076 -3.203 1.947
C 0.639 -4.519 2.046
C 0.979 -5.289 3.144
P 0.805 -2.087 0.519
C -0.213 -3.076 -0.618
C 0.030 -3.082 -1.988
C -0.871 -3.678 -2.851
C -2.006 -4.301 -2.360
C -2.240 -4.321 -0.995
C -1.372 -3.680 -0.132
C 2.507 -2.056 -0.101
C 3.511 -2.871 0.371
C 4.808 -2.750 -0.131
C 5.075 -1.859 -1.132
C 4.051 -1.069 -1.693
C 4.260 -0.299 -2.851
C 3.187 0.251 -3.489
C 1.900 0.188 -2.925
C 1.671 -0.380 -1.697
C 2.740 -1.125 -1.138
H 2.066 -5.386 4.985
H 2.934 -3.084 4.781
H 2.298 -1.697 2.846
H 0.069 -4.967 1.248
H 0.627 -6.308 3.207
H 0.918 -2.603 -2.372
H -0.686 -3.653 -3.915
H -2.708 -4.765 -3.037
H -3.111 -4.829 -0.605
H -1.595 -3.641 0.925
H 3.313 -3.625 1.117
H 5.587 -3.386 0.263
H 6.072 -1.786 -1.543
H 5.259 -0.231 -3.260
H 3.325 0.773 -4.423
H 1.094 0.626 -3.494
*
```

=====

C58H62FN11O4 | wB97M-V/def2-TZVPD

Summary:
lowest unoccupied orbital energy	-0.29	eV
HOMO-LUMO gap	9.08	eV

Geometry as ORCA input:
```
! RIJCOSX wB97M-V def2-TZVPD def2/J DEFGRID3
* xyz 0 1
C -0.093 0.259 1.220
C -0.326 -0.018 2.600
C -0.308 -0.428 4.182
O -1.713 -0.374 4.706
C -2.489 -1.538 4.269
C 0.513 -1.768 4.587
C 2.035 -1.259 5.061
O 2.968 -2.400 5.208
O 3.700 -2.376 4.111
N 0.712 -2.826 3.570
C -0.102 -4.071 3.739
C 0.233 -4.921 5.141
O -0.795 -5.031 6.010
F 1.589 -5.476 5.411
H 0.230 0.754 0.182
H 0.235 0.477 4.743
H -2.184 -2.470 4.940
H -2.356 -1.845 3.148
H -3.655 -1.384 4.473
H 0.023 -2.180 5.596
H 1.998 -0.540 5.984
H 2.425 -0.603 4.144
H 3.373 -3.138 3.516
H 0.852 -2.519 2.593
H 0.224 -4.818 2.866
H -1.261 -3.955 3.636
N 3.072 2.239 2.403
C 4.208 1.904 1.753
C 4.740 2.635 0.703
C 4.066 3.779 0.290
C 2.892 4.149 0.938
C 2.440 3.355 1.980
H 4.696 1.001 2.110
H 5.658 2.320 0.220
H 4.452 4.377 -0.531
H 2.342 5.035 0.639
H 1.531 3.604 2.520
N 1.319 6.524 -2.787
C 0.770 6.521 -1.552
C 0.682 7.644 -0.745
C 1.191 8.844 -1.230
C 1.765 8.879 -2.497
C 1.804 7.704 -3.231
H 0.389 5.560 -1.218
H 0.227 7.585 0.237
H 1.142 9.745 -0.626
H 2.172 9.798 -2.903
H 2.238 7.680 -4.226
N 2.790 -7.603 9.032
C 2.430 -7.567 10.333
C 1.368 -6.821 10.819
C 0.632 -6.059 9.917
C 0.980 -6.074 8.570
C 2.055 -6.855 8.180
H 3.037 -8.175 10.998
H 1.122 -6.832 11.875
H -0.206 -5.460 10.261
H 0.427 -5.491 7.843
H 2.364 -6.902 7.139
N -0.520 -0.798 -1.850
C -0.895 -2.091 -1.965
C -1.442 -2.636 -3.116
C -1.620 -1.805 -4.217
C -1.246 -0.468 -4.129
C -0.704 -0.016 -2.936
H -0.739 -2.698 -1.078
H -1.723 -3.682 -3.153
H -2.047 -2.195 -5.136
H -1.372 0.206 -4.969
H -0.392 1.018 -2.819
N -3.910 -1.091 -7.041
C -4.382 -1.970 -7.952
C -5.616 -2.594 -7.854
C -6.415 -2.303 -6.754
C -5.955 -1.404 -5.797
C -4.709 -0.828 -5.984
H -3.721 -2.166 -8.791
H -5.945 -3.289 -8.618
H -7.387 -2.774 -6.642
H -6.554 -1.157 -4.927
H -4.308 -0.117 -5.267
N -4.721 3.266 2.588
C -5.040 3.912 3.732
C -4.437 3.659 4.953
C -3.449 2.682 5.010
C -3.100 1.998 3.849
C -3.757 2.324 2.674
H -5.819 4.663 3.637
H -4.730 4.210 5.839
H -2.954 2.455 5.950
H -2.334 1.231 3.860
H -3.518 1.821 1.741
N -8.760 -1.913 -3.382
C -9.889 -1.756 -2.656
C -9.961 -1.966 -1.288
C -8.807 -2.366 -0.622
C -7.630 -2.538 -1.343
C -7.656 -2.300 -2.707
H -10.763 -1.447 -3.222
H -10.894 -1.822 -0.756
H -8.825 -2.541 0.450
H -6.714 -2.849 -0.853
H -6.761 -2.417 -3.313
N -0.457 -12.055 7.275
C -1.332 -11.732 8.252
C -1.235 -10.587 9.027
C -0.174 -9.720 8.789
C 0.745 -10.026 7.790
C 0.561 -11.193 7.066
H -2.141 -12.442 8.402
H -1.968 -10.377 9.797
H -0.064 -8.813 9.376
H 1.583 -9.371 7.580
H 1.250 -11.473 6.273
N 4.572 7.721 -5.458
C 5.493 8.699 -5.311
C 6.484 8.971 -6.241
C 6.538 8.191 -7.391
C 5.605 7.175 -7.571
C 4.649 6.982 -6.586
H 5.410 9.278 -4.396
H 7.195 9.771 -6.072
H 7.302 8.373 -8.142
H 5.621 6.549 -8.456
H 3.897 6.204 -6.681
N 6.929 5.885 -10.509
C 6.960 6.996 -11.276
C 6.940 6.977 -12.662
C 6.890 5.743 -13.302
C 6.859 4.580 -12.538
C 6.878 4.702 -11.158
H 7.002 7.934 -10.730
H 6.965 7.901 -13.228
H 6.875 5.688 -14.386
H 6.820 3.604 -13.007
H 6.851 3.824 -10.519
*
```